Computed, not measured: 7 unconnected molecules or ions with the total composition C43H101N7O7, with the ωB97M-V functional and the def2-TZVPD basis.

Charge: 0
E_LUMO in hartree: 0.0124
Orbital gap in eV: 7.9483
HOMO level in eV: -7.611
Structure (SMILES): CC1(C)CCCC(C)(C)N1O.CC1(C)CCCC(C)(C)N1O.CC1(C)CCCC(C)(C)N1O.COC[C@H](C)N.COC[C@H](C)N.COC[C@H](C)N.COC[C@H](C)N
Multiplicity: 1

Each line ends with the Löwdin charge.
Element x y z (Å)
C  9.80051  -11.54040  10.28824  -0.036
C  10.39108  -10.76919  11.53697  -0.450
C  10.80858  -9.33941  11.15880  -0.034
C  9.26678  -10.66508  12.64072  -0.145
C  9.56738  -10.54642  14.11440  -0.167
C  10.62867  -11.62155  14.52783  -0.136
C  11.81560  -11.75210  13.51230  -0.485
C  12.59661  -10.46963  13.74874  -0.048
C  12.59873  -13.03153  13.87856  -0.015
N  11.39073  -11.78610  12.06525  -0.138
O  12.43103  -12.02151  11.17357  -0.005
H  10.45565  -11.67491  9.42754  0.078
H  9.34643  -12.48778  10.57874  0.077
H  8.92032  -10.98669  9.96149  0.072
H  11.18501  -8.77423  12.01142  0.066
H  11.57366  -9.39128  10.38416  0.081
H  9.92671  -8.82853  10.77229  0.083
H  8.60268  -9.89179  12.25458  0.111
H  8.64275  -11.54084  12.46261  0.109
H  9.98703  -9.56996  14.35628  0.097
H  8.68238  -10.64280  14.74335  0.109
H  10.11168  -12.55025  14.76934  0.111
H  11.00469  -11.43607  15.53397  0.110
H  13.24028  -10.25640  12.89532  0.074
H  13.20499  -10.47416  14.65315  0.094
H  12.13030  -9.48618  13.68971  0.068
H  12.01115  -13.83857  13.44089  0.090
H  12.51830  -13.01608  14.96547  0.080
H  13.59306  -13.00859  13.43259  0.082
H  13.03105  -11.36696  11.53847  0.066
C  23.46460  -18.80960  20.02442  -0.041
C  24.02749  -19.59155  21.22064  -0.485
C  25.46251  -20.06643  20.75737  -0.047
C  24.48787  -18.60627  22.31933  -0.165
C  23.42997  -18.11908  23.28112  -0.212
C  22.69461  -19.30704  23.79094  -0.166
C  22.07641  -20.27476  22.73335  -0.461
C  21.61698  -21.47045  23.57823  -0.041
C  20.91111  -19.68644  22.00187  -0.035
N  23.26526  -20.69884  21.81320  -0.083
O  22.92860  -21.70702  20.90931  -0.016
H  23.02536  -19.50577  19.30992  0.084
H  24.15609  -18.19240  19.45081  0.083
H  22.64838  -18.13747  20.28921  0.059
H  26.09134  -19.27241  20.35461  0.086
H  25.36663  -20.82096  19.97659  0.071
H  25.81285  -20.63105  21.62140  0.079
H  25.34746  -18.97460  22.87928  0.116
H  24.72273  -17.63122  21.89248  0.120
H  22.75551  -17.52472  22.66474  0.104
H  23.79611  -17.52420  24.11789  0.121
H  22.04953  -19.02648  24.62355  0.124
H  23.51402  -19.82654  24.28771  0.114
H  22.26143  -21.68634  24.43039  0.085
H  20.61289  -21.23257  23.92941  0.079
H  21.36750  -22.30433  22.92212  0.079
H  20.02114  -19.50400  22.60418  0.089
H  21.21671  -18.74093  21.55384  0.062
H  20.58375  -20.38783  21.23443  0.093
H  23.39411  -22.48693  21.22020  0.105
C  10.83815  -21.19818  13.71473  -0.019
C  9.26755  -20.91812  13.89483  -0.420
C  8.51679  -22.22609  14.34595  -0.030
C  9.08610  -19.82769  15.02803  -0.141
C  9.61102  -18.44985  14.57745  -0.178
C  8.85020  -17.99426  13.28834  -0.103
C  8.96329  -19.03684  12.10914  -0.512
C  7.95141  -18.61939  11.03716  -0.051
C  10.34707  -18.86447  11.46354  -0.028
N  8.77147  -20.38543  12.59342  -0.155
O  8.61860  -21.37773  11.67748  -0.008
H  10.92219  -21.83582  12.83471  0.083
H  11.39878  -20.26341  13.71054  0.052
H  11.24017  -21.78672  14.53941  0.068
H  7.47317  -21.96506  14.52151  0.077
H  8.46184  -22.87394  13.47109  0.065
H  8.95730  -22.81772  15.14846  0.081
H  8.11446  -19.70862  15.50745  0.110
H  9.68705  -20.18285  15.86518  0.110
H  9.43555  -17.80308  15.43710  0.100
H  10.70010  -18.49017  14.55800  0.095
H  9.18210  -17.02383  12.91928  0.109
H  7.83195  -17.74690  13.58845  0.112
H  8.13110  -19.20096  10.13295  0.079
H  7.96358  -17.57861  10.71352  0.085
H  6.92008  -18.76831  11.35698  0.082
H  11.01178  -19.08446  12.29893  0.053
H  10.43493  -17.85786  11.05474  0.087
H  10.54567  -19.63111  10.71459  0.089
H  7.68438  -21.31175  11.46661  0.109
C  14.82122  -23.39267  17.69432  -0.086
O  14.46980  -24.69706  18.17117  -0.184
C  14.27837  -25.63182  17.15678  -0.257
C  13.85800  -26.89832  17.87334  -0.367
C  15.04677  -27.90019  18.10891  -0.068
N  12.88377  -27.76982  17.07294  0.023
H  15.80007  -23.31275  17.22148  0.090
H  14.84287  -22.85212  18.64059  0.085
H  13.99323  -22.91074  17.17443  0.084
H  13.53578  -25.34833  16.41093  0.117
H  15.16582  -25.89973  16.58340  0.123
H  13.53528  -26.57197  18.86200  0.132
H  15.23092  -28.57775  17.27520  0.071
H  14.90753  -28.49952  19.00864  0.067
H  15.86507  -27.25951  18.43758  0.072
H  13.37011  -28.16707  16.28189  0.049
H  12.13026  -27.20180  16.71283  0.050
C  19.84191  -20.43807  10.32629  -0.065
O  18.56380  -21.14510  10.34178  -0.189
C  17.49207  -20.36710  10.67471  -0.241
C  17.00400  -20.63586  12.15618  -0.435
C  16.66553  -22.18228  12.40865  -0.041
N  16.00436  -19.78719  12.65320  0.027
H  20.59145  -21.19667  10.10089  0.087
H  20.01087  -19.81028  11.20118  0.086
H  19.86878  -19.74750  9.48339  0.077
H  17.69099  -19.31735  10.45893  0.116
H  16.64008  -20.64496  10.05422  0.122
H  17.89887  -20.47703  12.75792  0.118
H  15.75076  -22.48549  11.89936  0.068
H  16.43788  -22.30519  13.46750  0.056
H  17.52188  -22.82496  12.20436  0.066
H  15.91349  -18.84469  12.30175  0.073
H  16.32949  -19.63631  13.59746  0.075
C  22.69381  -12.18403  8.90573  -0.115
O  22.87216  -11.98050  10.27580  -0.235
C  23.76397  -12.85220  10.98824  -0.156
C  23.14192  -12.91143  12.47258  -0.409
C  23.85701  -13.92604  13.44878  -0.061
N  21.76134  -13.37606  12.34453  0.029
H  22.08998  -11.33114  8.59579  0.096
H  22.53383  -13.19199  8.52292  0.092
H  23.67130  -11.92269  8.50038  0.079
H  23.73464  -13.86532  10.58721  0.121
H  24.77033  -12.44320  11.07798  0.119
H  23.25089  -11.86568  12.76006  0.124
H  23.71029  -14.95531  13.12140  0.073
H  23.33182  -13.81129  14.39699  0.059
H  24.87207  -13.58579  13.65372  0.065
H  21.55120  -12.90506  11.47614  0.050
H  21.26318  -12.92942  13.10113  0.070
C  19.68450  -14.57337  17.92330  -0.032
O  18.75900  -15.75632  18.14709  -0.228
C  17.38664  -15.36151  18.10161  -0.190
C  16.50095  -16.52990  17.42216  -0.379
C  15.15708  -16.94631  18.15210  -0.059
N  17.25158  -17.76618  17.22684  0.013
H  20.47583  -14.55846  18.67275  0.079
H  19.09156  -13.67763  18.10814  0.068
H  20.03187  -14.57457  16.89014  0.081
H  17.09766  -15.03651  19.10109  0.112
H  17.26649  -14.45937  17.50177  0.099
H  16.22999  -16.12956  16.44522  0.115
H  14.70347  -17.86611  17.78289  0.068
H  14.42830  -16.14003  18.06913  0.063
H  15.43552  -17.02389  19.20308  0.066
H  17.59842  -18.04273  18.13421  0.066
H  18.19217  -17.63025  16.88493  0.060